90
Properties=species:S:1:pos:R:3 method="wB97M-V/def2-TZVPD" multiplicity=6 lumo_ev="-11.56 / -14.12" fmax_ev_per_a=4.5 total_energy_ha=-5096.1501 homo_lumo_gap_ev="7.290 / 4.953" e_above_lowest_ev=0.8779 total_charge=+4
N 3.4867 6.9415 -2.9967
C 3.9921 6.4575 -1.8644
C 3.3788 5.4345 -1.1382
C 2.2128 4.7922 -1.6551
C 1.6888 5.3515 -2.8606
C 2.3556 6.4212 -3.4745
C 1.6260 3.6401 -0.9898
Ir 0.2740 1.1442 -0.4737
P -0.9987 -3.6184 -1.9141
C 1.3644 2.3757 -1.6221
C 2.2249 1.2146 -1.2418
C 2.0261 0.0196 -1.9909
C 2.6795 -1.1453 -1.5613
C 3.2948 -1.2371 -0.2962
C 3.3630 -0.0696 0.4904
C 2.9446 1.1749 -0.0183
Br 3.7624 -2.9094 0.3546
H 1.4006 3.7048 0.0835
H 1.1066 2.3941 -2.6972
H 3.8329 5.0939 -0.2100
H 0.7687 4.9637 -3.3011
H 4.9252 6.9019 -1.5169
H 1.9588 6.8599 -4.3960
H 1.5125 0.0884 -2.9542
H 3.1660 2.1255 0.4704
H 2.7243 -1.9944 -2.2480
H 3.7644 -0.1002 1.5002
P -1.7868 1.6110 -0.1611
C 0.7195 -4.1948 -2.2135
C 0.8950 -5.1353 -3.4080
H 1.0286 -4.7187 -1.2933
H 1.3307 -3.2878 -2.3105
H 1.9623 -5.2883 -3.5982
H 0.4594 -6.1193 -3.2051
H 0.4468 -4.7400 -4.3248
C -1.4582 -2.5265 -3.2905
C -2.5623 -3.1719 -4.1339
H -0.5524 -2.3469 -3.8806
H -1.7905 -1.5784 -2.8478
H -2.8656 -2.5049 -4.9431
H -2.2390 -4.1132 -4.5890
H -3.4494 -3.3866 -3.5304
C -0.9477 -2.6646 -0.3751
C -1.4971 -3.5697 0.7314
H -1.5671 -1.7666 -0.5274
H 0.0931 -2.3504 -0.2038
H -1.8655 -2.9818 1.5762
H -2.3311 -4.1819 0.3624
H -0.7298 -4.2605 1.0977
C -2.4441 0.8009 1.3296
C -3.7946 1.2948 1.8273
H -1.6783 0.9244 2.1237
H -2.4671 -0.2801 1.1112
H -3.6894 2.1764 2.4718
H -4.4893 1.5333 1.0143
H -4.2464 0.4976 2.4290
C -2.9727 1.1693 -1.4490
C -2.6152 1.5638 -2.8822
H -3.9089 1.6552 -1.1351
H -3.1244 0.0811 -1.3639
H -3.0166 2.5574 -3.1246
H -1.5344 1.5685 -3.0755
H -3.0827 0.8469 -3.5704
C -1.7467 3.4252 0.0392
C -1.7250 3.8945 1.4908
H -2.6381 3.7832 -0.4869
H -0.8586 3.7897 -0.4920
H -1.1522 4.8239 1.5679
H -2.7390 4.1206 1.8447
H -1.2652 3.1587 2.1618
C -1.5211 -1.5433 5.8597
C -1.2021 -1.7457 4.3827
N -0.5476 -0.5436 3.8178
C 0.4097 -0.5475 2.8670
S 0.6784 0.9103 1.9068
N 1.2642 -1.5997 2.7660
C 1.9383 -2.1431 3.9799
C 2.5839 -3.4870 3.6650
H -0.6498 -1.1755 6.4153
H -1.8227 -2.5046 6.2986
H -2.3508 -0.8393 5.9949
H -0.5619 -2.6193 4.2230
H -2.1379 -1.9179 3.8196
H -1.0630 0.3190 3.9029
H 1.9014 -1.5373 1.9608
H 2.7033 -1.4255 4.3376
H 1.1943 -2.2575 4.7799
H 3.2647 -3.4088 2.8011
H 3.1598 -3.8210 4.5407
H 1.8187 -4.2466 3.4392